1.
C43H105B2N3O11Pb | ωB97M-V/def2-TZVPD

Last column: Mulliken charge in e.
Positions of all 165 atoms, in Å:
Pb1 -0.78474 -1.66337 -1.69339  1.2484
O1 -2.73090 -0.12817 -2.74093  0.2981
O2 0.78923 -0.79386 2.87082  0.0711
O3 -0.09919 0.67054 -3.22194  0.7186
O4 1.65107 -2.23970 -1.84581  0.4522
O5 -2.07366 2.46227 0.40549  -0.0930
O6 -5.79022 -3.02527 -1.87580  -0.3679
O7 3.75093 -0.04435 -0.71244  0.0464
O8 -0.09920 -3.71488 -0.46914  0.5211
O9 -2.94805 -2.63535 -0.84980  0.0252
O10 0.80060 -0.30781 -8.02991  -0.3705
O11 2.90752 -1.80470 -6.70718  -0.3600
N1 -2.17366 3.13158 1.56702  0.8673
N2 -0.13215 -0.56122 3.90912  1.0837
N3 4.70219 0.61071 0.07431  -0.3274
C1 4.34357 -0.85193 1.99346  -1.7863
C2 -4.71012 3.31644 1.58441  -1.7211
C3 0.25366 0.46156 4.80325  1.5639
C4 3.76677 -2.90494 -6.30037  -0.7675
C5 -2.38335 0.17939 -4.10416  -0.7994
C6 -1.15588 1.08145 -4.11143  -0.5286
C7 -2.01308 5.35692 0.41640  -1.5521
C8 1.57340 -2.30075 -6.90810  -0.4479
C9 -3.55073 1.45315 2.88664  -1.6888
C10 3.11530 2.32955 1.11367  -1.4090
C11 2.29177 -2.13084 -3.12547  -1.3226
C12 1.63046 0.15959 5.46050  -1.3053
C13 0.33412 1.82659 4.06893  -0.7084
C14 -3.45637 0.90528 -2.07751  -0.8649
C15 -1.57654 5.12537 2.90203  -1.1078
C16 -2.98111 5.12760 3.47373  -0.7023
C17 6.48669 0.51179 1.91219  -1.1950
C18 -4.60161 -3.48271 -2.48637  -0.6031
C19 2.19167 -3.11645 -0.89528  0.2803
C20 0.99822 1.62692 -3.12438  -1.3665
C21 -3.40670 2.91347 2.33666  1.3791
C22 -0.81778 0.81270 5.85440  -0.7218
C23 6.02428 1.92782 2.35835  -0.5898
C24 4.45056 2.02246 0.37108  2.2382
C25 4.43550 2.76623 -0.97688  -2.0354
C26 0.05243 4.08322 1.22350  -1.8283
C27 -6.81411 -2.83557 -2.76168  -0.8440
C28 -3.55509 -3.82921 -1.41263  -0.3440
C29 0.21971 -2.94683 4.84415  -1.5050
C30 1.12132 -3.35132 0.19018  -0.5130
C31 -3.80256 -1.96120 0.18032  -0.3695
C32 -1.36076 -0.41820 6.55733  -1.0563
C33 -0.15500 0.76439 -8.31882  -0.6487
C34 -1.46809 4.42087 1.49336  1.2452
C35 6.13480 -1.37350 0.29447  -1.9229
C36 -0.75352 -1.79238 4.40605  1.6231
C37 -3.38147 3.72097 3.65449  -1.1773
C38 -0.21793 -5.12386 -0.64998  -1.3371
C39 -1.70164 -2.24003 3.20490  -1.7722
C40 5.58142 2.74415 1.13230  -1.4474
C41 0.43091 -1.26393 -6.97159  0.4442
C42 5.39011 -0.25682 1.07244  2.4487
C43 -1.76678 -1.49708 5.55513  -1.3581
B1 -0.26765 0.10465 0.10857  7.2272
B2 -0.91573 -2.96832 -3.96509  3.3523
H1 -0.52592 2.04222 3.43494  -0.0517
H2 3.14453 -2.78024 -0.48649  -0.6030
H3 0.45780 2.72949 4.66690  0.7290
H4 2.86224 3.38938 1.08500  0.6611
H5 0.60733 5.00355 1.04137  0.5865
H6 -2.76211 -4.45623 -1.82020  -0.1258
H7 -0.74668 1.11685 -5.12109  -0.2785
H8 -0.96254 4.61170 3.64180  0.1468
H9 -1.18068 -3.05617 -5.00736  -0.3830
H10 6.84789 -1.85580 0.96305  0.4209
H11 6.74721 0.05734 2.86807  0.4271
H12 6.81287 2.53259 2.80609  0.4348
H13 -3.05301 5.62983 0.59578  0.3254
H14 -0.13809 -2.23927 -3.79777  -1.3163
H15 -5.65640 3.08679 2.07422  0.4083
H16 -1.85252 -2.73203 -3.48466  -1.1265
H17 3.13499 1.90991 2.11946  -0.0216
H18 2.00268 -3.01072 -3.70021  0.3993
H19 4.31365 3.83105 -0.77837  0.4101
H20 0.66886 -3.42565 3.97403  0.1123
H21 -0.39155 1.46980 6.61246  0.4936
H22 -0.36022 -3.63460 5.45958  0.4202
H23 -4.66125 4.36949 1.30727  0.3499
H24 -1.53268 1.72893 0.70740  -1.0188
H25 4.24373 -3.55742 -7.03173  0.3093
H26 -4.24924 -2.67981 -3.13388  -0.0606
H27 0.40653 -0.32525 2.12547  -1.1998
H28 5.18104 3.70278 1.46219  0.4424
H29 7.42107 0.65414 1.36926  0.3800
H30 1.99601 0.99332 6.05997  0.4303
H31 0.37722 -0.87770 -5.95373  -0.5497
H32 -1.43354 6.24328 0.15834  0.4218
H33 3.71618 2.46230 -1.73735  0.0180
H34 -1.11883 -2.75423 2.44068  -0.0519
H35 -7.74058 -2.37024 -2.42518  0.2975
H36 -3.78247 0.85003 2.00878  0.1623
H37 -2.65222 1.15006 3.42416  0.1048
H38 -1.60986 1.32270 5.30613  -0.1663
H39 -6.54146 -2.19966 -3.60392  0.3020
H40 -2.81452 3.23548 4.44882  0.0304
H41 -0.99122 0.23347 -8.77374  0.3085
H42 0.98845 -2.60153 5.53545  0.3313
H43 1.54975 -2.99318 -7.74958  0.4898
H44 0.69709 -0.30451 -0.14853  -1.6315
H45 6.81988 -0.92060 -0.42222  0.4739
H46 1.21147 1.88274 3.42456  -0.9460
H47 -0.49305 -3.85893 -3.52646  -0.3315
H48 -4.52134 0.83566 -2.29909  0.4310
H49 -0.88977 -0.73554 0.37559  -0.9761
H50 -3.18426 1.93139 -2.32482  0.3906
H51 1.09930 -2.39935 0.72061  -0.9032
H52 0.59766 2.64050 -3.10653  0.5860
H53 5.15250 1.88151 3.01101  0.2519
H54 1.45151 1.53166 -2.13770  -0.0576
H55 5.41314 -2.06190 -0.14532  0.1064
H56 1.28161 -2.99441 -6.11956  0.1196
H57 -3.18530 0.67245 -4.65359  0.5476
H58 -0.73493 -5.61016 0.17727  0.3457
H59 0.75042 -5.60758 -0.77813  0.3998
H60 -4.40005 3.67232 4.03950  0.5441
H61 -2.76158 -1.27409 5.16945  0.4700
H62 1.85117 1.50765 -3.79249  0.3541
H63 -2.03155 4.79345 -0.51648  0.2189
H64 5.39658 2.53946 -1.43841  0.5797
H65 4.66852 -2.46159 -5.87801  0.3230
H66 3.03263 -0.14922 -0.08423  -0.1755
H67 3.88182 -0.12952 2.66652  0.0636
H68 -1.23219 6.13886 2.69624  0.4801
H69 6.42866 2.93220 0.47282  0.4651
H70 -3.28301 -1.22665 0.79562  -0.5256
H71 -0.80118 -5.36799 -1.53786  0.1796
H72 3.37170 -3.57806 -5.53949  0.2799
H73 -0.73840 0.56356 -0.74703  -0.7008
H74 2.22441 1.89854 0.65690  -0.1471
H75 -2.13573 -1.39026 2.67806  -0.0067
H76 -0.31036 0.68096 1.01976  -1.2385
H77 1.52308 -0.70950 6.10954  0.3995
H78 -2.24193 -0.12407 7.12752  0.4783
H79 -0.37394 1.34975 -7.42578  0.1615
H80 -4.77781 -4.31272 -3.17057  0.6660
H81 2.40749 -4.03717 -1.43730  0.4889
H82 1.85254 -1.27270 -3.63417  0.0661
H83 4.87436 -1.43363 2.74711  0.6263
H84 1.49665 -4.09145 0.89689  0.8212
H85 -4.78442 2.81769 0.61807  0.1923
H86 0.36180 3.47140 0.37611  0.3094
H87 -3.28858 0.86519 -1.00125  -0.1227
H88 -0.61571 -0.84359 7.22967  0.3755
H89 -1.57033 2.06886 -3.90807  0.6146
H90 -2.92969 5.64756 4.43033  0.4283
H91 -3.99424 -4.42921 -0.61560  0.5588
H92 -3.62432 5.64827 2.76432  0.3365
H93 -2.30340 -0.75865 -4.65352  0.2011
H94 -4.39531 1.44671 3.57565  0.6113
H95 -0.50077 -1.80971 -7.12053  0.3972
H96 0.31093 1.47734 -8.99905  0.2571
H97 -4.58343 -1.39421 -0.32650  0.2577
H98 3.37983 -2.06796 -3.10890  0.3518
H99 -2.48954 -2.90366 3.56113  0.5235
H100 -1.93770 -2.37412 6.17938  0.4061
H101 2.38345 0.08291 4.67613  -0.1960
H102 -4.14220 -2.71522 0.89040  0.5420
H103 3.53553 -1.40452 1.51407  -0.0052
H104 -7.19459 -3.76877 -3.17699  0.3319
H105 0.48914 3.68316 2.13856  0.2820

Atoms 1-2, force components in eV/Å:
Pb -0.4469 0.3844 -0.8291
O -0.3991 0.5160 -0.5842

As for the spin multiplicity: 1. The calculation puts the HOMO energy at -7.69 eV.

---

2.
C43H106N2O13 | ωB97M-V/def2-TZVPD

Last column: Mulliken charge in e.
Positions of all 164 atoms, in Å:
O1 -17.85370 -12.81979 11.92940  0.7342
O2 -20.42924 -2.70326 12.73300  -0.6868
O3 -20.61341 -13.39570 9.73641  0.1539
O4 -16.75262 -10.50288 11.24696  -0.5354
O5 -19.34970 -14.42423 7.39167  -0.3142
O6 -20.50424 -3.81513 7.09277  -0.4350
O7 -21.09143 -9.01668 7.89319  1.6632
O8 -18.84337 -3.02953 9.52630  -0.6019
O9 -16.89364 -13.24097 6.74447  -0.5311
O10 -20.74799 -6.69049 6.55726  -0.0257
O11 -15.72613 -10.63546 6.84748  -0.4911
O12 -23.08707 -11.88143 8.96467  -0.4698
O13 -17.64435 -9.99325 8.55679  -0.2132
N1 -23.29258 -10.45465 8.83602  1.2773
N2 -20.89398 -3.36164 11.57260  0.5713
C1 -22.15452 -2.72865 11.13339  1.2287
C2 -21.88381 -1.20224 10.83981  -1.4510
C3 -22.26921 -9.90360 11.04763  -0.9918
C4 -18.63029 -14.46555 13.51074  -1.0957
C5 -24.29127 -10.27465 7.69571  1.8892
C6 -19.99446 -9.94199 7.98898  1.2985
C7 -22.41431 -6.48547 4.83097  -1.4745
C8 -25.68514 -10.99630 7.73596  -1.7333
C9 -19.11498 -3.43022 7.09383  -0.1803
C10 -23.32511 -2.77299 12.14619  -1.3662
C11 -24.97237 -8.14556 8.83947  -2.2098
C12 -21.38789 -5.46682 10.39318  -0.9064
C13 -20.16953 -14.52440 6.20182  0.7765
C14 -22.20592 -15.31595 9.51319  -1.4170
C15 -17.53183 -14.11252 12.43659  0.7713
C16 -17.45246 -9.77483 12.25869  0.5096
C17 -20.83733 -4.86514 11.67542  2.4869
C18 -22.76224 -4.95632 10.00241  -0.4223
C19 -17.03516 -9.74785 5.04012  -0.7862
C20 -23.47585 -10.77480 6.47622  -1.7608
C21 -23.76397 -8.34415 9.78279  -0.0711
C22 -16.10891 -14.13209 12.94953  -1.6909
C23 -15.96725 -13.72142 7.69774  0.4432
C24 -22.64602 -3.40273 9.84370  -1.4559
C25 -21.09172 -7.18410 5.20213  1.3854
C26 -23.52668 -9.82430 10.12758  2.6165
C27 -16.07059 -15.17771 7.66380  -1.5190
C28 -19.78215 -15.81957 5.35398  -1.2997
C29 -19.86952 -7.00416 4.26300  -1.1522
C30 -18.95445 -10.03112 12.21770  -0.8088
C31 -19.36619 -5.20640 11.87552  -1.5887
C32 -14.91857 -11.13963 4.59070  -1.4136
C33 -21.96501 -13.93979 11.58785  -1.5350
C34 -20.08302 -13.17452 5.48736  -0.9141
C35 -16.85616 -10.04928 13.65147  -1.4175
C36 -18.84043 -2.46913 8.26789  -0.8227
C37 -18.81291 -9.19226 8.43094  -0.6431
C38 -21.72684 -5.40117 12.80228  -1.5944
C39 -16.32672 -13.04346 9.04357  -0.2420
C40 -15.62933 -10.14908 5.49742  0.3319
C41 -21.24182 -14.50642 10.39443  0.9327
C42 -24.70012 -10.46795 10.88040  -1.8032
C43 -24.54488 -8.80163 7.51432  -0.2181
H1 -17.83505 -1.98579 8.17377  0.4095
H2 -18.57867 -4.33292 7.30289  0.1974
H3 -23.11207 -6.77278 5.59746  0.3076
H4 -25.70478 -10.22633 10.44348  0.2790
H5 -18.65338 -15.82768 5.13319  0.2062
H6 -17.13616 -11.04538 14.05939  0.1659
H7 -22.45809 -10.42587 6.55329  -0.0539
H8 -22.92126 -2.53289 13.14375  0.2431
H9 -24.16968 -2.08139 11.88763  0.3724
H10 -15.92769 -13.48656 13.84593  0.2561
H11 -22.96810 -13.62510 11.31332  0.2900
H12 -26.39880 -10.46644 8.35626  0.3675
H13 -20.45432 -4.75370 7.04510  0.1917
H14 -23.57338 -5.23802 10.69154  0.5634
H15 -19.32611 -6.24361 11.59301  0.2064
H16 -18.99859 -13.57102 14.02664  0.2074
H17 -16.32111 -10.22122 7.50268  0.4553
H18 -20.04133 -16.81163 5.84974  0.3031
H19 -24.77529 -10.06598 11.89316  0.5422
H20 -25.75555 -8.65033 9.28278  0.5656
H21 -22.00225 -3.27839 8.93985  0.1209
H22 -22.31422 -5.42616 4.83001  0.3273
H23 -21.20091 -14.58361 6.58415  0.2876
H24 -20.22445 -15.66019 4.34853  0.3851
H25 -20.13160 -10.69057 8.72676  -0.7880
H26 -22.76279 -8.03313 9.41455  -0.6251
H27 -17.63826 -10.64859 4.95361  -0.0041
H28 -20.11391 -7.14051 3.21360  0.4135
H29 -16.81167 -12.28535 6.75696  -0.0453
H30 -20.38393 -12.45672 6.20330  -0.1507
H31 -19.54777 -14.97349 13.10916  0.1922
H32 -21.54092 -0.68189 11.78713  0.3097
H33 -17.44220 -10.07008 9.53517  -0.0849
H34 -15.97101 -12.04297 9.20221  0.2963
H35 -19.32468 -10.27599 11.24204  -0.3566
H36 -17.45334 -13.08080 9.16651  -0.0859
H37 -21.86428 -9.48742 8.21326  -1.7939
H38 -26.09444 -11.11708 6.73211  0.4989
H39 -19.11534 -8.71159 9.37408  -0.3978
H40 -18.28288 -15.10552 14.34448  0.3997
H41 -20.53775 -13.16872 4.50088  0.5047
H42 -21.26678 -8.28776 5.23708  -0.1211
H43 -18.82183 -2.96313 6.11138  0.3424
H44 -14.96429 -9.32698 5.50533  0.5444
H45 -23.64655 -3.80815 12.23318  0.3832
H46 -21.07045 -2.63496 13.47459  0.3939
H47 -21.45227 -13.11474 12.02684  0.1646
H48 -23.61590 -2.99261 9.61667  0.7135
H49 -14.02966 -11.35341 5.19716  0.3700
H50 -23.57668 -8.31047 7.19794  -0.7271
H51 -22.42197 -9.39320 12.03673  0.5863
H52 -21.76757 -16.06844 8.86654  0.2876
H53 -15.38604 -15.64325 8.39863  0.4221
H54 -20.43390 -15.21978 10.76767  0.2985
H55 -25.31420 -8.75974 6.71813  0.7825
H56 -22.76145 -6.77179 3.79984  0.3353
H57 -19.39400 -10.81187 12.82712  0.3585
H58 -22.08242 -14.69398 12.36233  0.5349
H59 -15.38206 -13.82945 12.18535  0.3517
H60 -21.07483 -0.98729 10.11421  0.0972
H61 -22.16178 -12.09318 9.11796  -0.0660
H62 -23.41822 -11.88475 6.39590  0.2091
H63 -22.85792 -14.67998 8.90261  0.0948
H64 -22.72232 -5.69502 12.44653  0.1885
H65 -21.95067 -10.95916 11.23509  -0.3939
H66 -22.85315 -0.77080 10.53926  0.4101
H67 -20.61751 -5.26370 9.66624  0.3517
H68 -19.56299 -1.65513 8.22711  0.2033
H69 -15.85060 -15.52414 6.64481  0.3953
H70 -25.59200 -12.03770 8.15704  0.2115
H71 -19.70464 -3.28268 9.82682  0.1182
H72 -22.82993 -15.96978 10.13228  0.4481
H73 -19.43971 -9.09274 12.45894  0.5239
H74 -17.43568 -9.08738 5.78201  -0.1217
H75 -18.67682 -4.64118 11.27590  0.2962
H76 -15.90632 -15.13826 13.23813  0.5143
H77 -17.66203 -14.82262 11.58969  0.1259
H78 -19.87937 -10.54233 7.10323  0.0482
H79 -25.28156 -7.15570 8.82863  0.5742
H80 -21.25374 -6.34877 13.12893  0.4113
H81 -20.29543 -13.72673 8.86814  -0.1672
H82 -18.47861 -14.07589 7.09372  0.0869
H83 -14.76931 -10.67903 3.62809  0.4771
H84 -24.69296 -11.57120 10.97101  0.1124
H85 -23.94449 -7.75318 10.69938  0.6209
H86 -17.19480 -9.23517 14.30844  0.4655
H87 -18.52268 -8.39005 7.78758  0.3390
H88 -19.52039 -5.94877 4.40608  0.1961
H89 -19.05610 -7.68748 4.54808  0.0472
H90 -21.35091 -6.53175 10.60910  -0.1251
H91 -15.79576 -13.66781 9.84411  0.0010
H92 -17.12833 -15.50667 7.94263  0.1742
H93 -22.97194 -5.41573 9.00659  0.2212
H94 -15.70157 -10.02333 13.50119  0.2801
H95 -16.90145 -11.44853 11.41244  0.0777
H96 -14.92623 -13.50393 7.37104  0.3712
H97 -17.00416 -9.30070 4.09835  0.6487
H98 -17.26663 -8.69492 12.01258  0.4682
H99 -19.03171 -12.94909 5.25835  0.2672
H100 -21.81027 -4.71051 13.63163  0.2576
H101 -21.48197 -9.38805 10.55607  -0.2402
H102 -18.67639 -12.85997 11.35322  -0.4694
H103 -23.97994 -10.39457 5.59532  0.5899
H104 -21.08482 -7.42420 7.18034  -0.1749
H105 -19.03760 -5.18674 12.93391  0.3454
H106 -15.55878 -11.97645 4.43023  0.2079

Atoms 1-2, force components in eV/Å:
O -1.1442 0.2089 -1.0267
O 0.8095 -0.0652 0.3260

As for the spin multiplicity: 1. The calculation puts the HOMO energy at -8.60 eV.